ORCA calculation (the ωB97M-V functional and the def2-TZVPD basis) on a 4-piece molecular cluster, C20H26F2O4S2 overall in a non-equilibrium geometry.

Computed properties:
LUMO energy	0.1	eV
net charge	0
HOMO	-8.84	eV
SMILES	O=S1(=O)CCCC1.O=S1(=O)CCCC1.Fc1ccccc1.Fc1ccccc1
ΔE to the lowest compared entry with this formula, charge and spin	0.00	kcal/mol

Geometry as XYZ:
```
54
Properties=species:S:1:pos:R:3:nbo_charge:R:1
S 0.342 4.118 3.881 2.213
S -0.350 0.581 -2.765 2.165
F 2.269 -4.118 2.875 -0.332
F 2.301 -4.691 -1.264 -0.330
O -0.202 5.016 4.814 -0.935
O -0.140 -0.385 -1.608 -0.966
O 1.608 3.409 4.087 -0.958
O 0.252 0.328 -3.973 -0.940
C 1.403 -2.389 1.584 -0.287
C 0.934 -6.376 -2.273 -0.288
C -0.607 -4.253 -3.402 -0.184
C -2.133 0.817 -3.058 -0.623
C -1.115 2.944 -2.529 -0.388
C 1.368 -0.993 1.326 -0.149
C -0.962 -5.635 -3.777 -0.236
C -1.178 2.866 2.360 -0.416
C 0.526 -3.989 -2.606 -0.315
C 1.617 -0.061 2.425 -0.287
C -2.351 2.133 -2.471 -0.422
C 0.307 4.742 2.324 -0.734
C 2.440 -1.956 3.839 -0.321
C 2.083 -0.573 3.620 -0.175
C -0.803 2.741 3.726 -0.658
C -0.117 -6.653 -3.183 -0.202
C 1.995 -2.800 2.814 0.413
C 1.268 -5.007 -2.091 0.393
C 0.120 2.169 -2.170 -0.636
C -1.088 4.239 1.794 -0.366
H -1.189 -3.460 -3.932 0.216
H 0.655 -2.826 -2.419 0.266
H 0.947 2.496 -2.593 0.240
H -0.950 3.207 -3.507 0.205
H 1.309 -0.602 0.337 0.231
H -1.758 2.923 4.241 0.243
H -0.151 -7.668 -3.621 0.216
H -0.948 4.266 0.753 0.212
H 0.229 2.193 -1.218 0.221
H 1.153 -3.060 0.847 0.230
H -1.925 4.951 2.182 0.216
H 1.539 -7.085 -1.644 0.241
H -1.150 3.680 -1.924 0.208
H -2.744 -0.145 -2.546 0.268
H -2.193 0.816 -4.083 0.232
H 1.005 4.309 1.768 0.235
H -0.446 2.331 1.892 0.206
H 1.580 0.952 2.542 0.217
H 0.336 5.845 2.117 0.272
H -2.583 1.918 -1.405 0.211
H -2.216 2.395 1.997 0.213
H -1.837 -5.934 -4.312 0.220
H -0.220 1.928 3.964 0.257
H -3.226 2.687 -2.894 0.233
H 2.387 0.167 4.422 0.219
H 2.614 -2.534 4.740 0.237
```